129
Properties=species:S:1:pos:R:3 method="wB97M-V/def2-TZVPD" e_tot_ev=-257519.05353 de_lowest_ev=2.096 total_charge=-2 lumo_energy_ev=3.601 homo_ev=-2.1 homo_lumo_gap_ha=0.2077
Rb -0.17678 0.29791 -1.04365
O -2.30534 -3.28765 -1.15458
S -2.84481 -2.03642 -1.65045
O -4.29919 -1.92922 -1.50865
O -2.16252 -0.85237 -1.15987
C -2.66964 -2.22326 -3.45747
C -3.56029 -3.19126 -3.92568
C -3.59615 -3.56622 -5.25512
C -2.72975 -2.96440 -6.15744
C -1.84074 -2.00702 -5.70508
C -1.78828 -1.63708 -4.36206
S -0.46525 -0.47158 -3.96628
O -1.07382 0.75500 -3.47124
O 0.23135 -0.26430 -5.22628
O 0.37338 -1.14479 -2.97223
H -4.22307 -3.64063 -3.19911
H -4.29280 -4.32896 -5.58248
H -2.73855 -3.24057 -7.20499
H -1.14021 -1.52722 -6.37371
Br -1.24809 4.47912 -1.51338
C -2.45453 3.31401 -2.40825
C -2.85360 3.62011 -3.69822
C -3.71274 2.72274 -4.31401
C -4.12829 1.60224 -3.61614
C -3.67744 1.42066 -2.31642
N -2.86564 2.28417 -1.70917
H -2.48989 4.50165 -4.20479
H -4.04324 2.90438 -5.32957
H -4.77277 0.85967 -4.06874
H -3.97115 0.55728 -1.73968
C -5.89299 1.49830 3.83906
N -6.64290 1.04826 2.69338
C -8.01090 0.89675 2.59483
C -8.27518 0.48730 1.33820
N -7.07429 0.37396 0.67200
C -6.89873 -0.01180 -0.70970
C -6.04958 0.71790 1.50316
Se -4.27756 0.73451 1.14640
H -6.54386 2.07387 4.49588
H -5.06380 2.11252 3.48743
H -5.46206 0.65368 4.38018
H -8.67320 1.09828 3.41778
H -9.21481 0.25123 0.87140
H -7.78427 -0.55295 -1.04087
H -6.02355 -0.65459 -0.81582
H -6.75064 0.87362 -1.33225
C 2.33368 -3.66823 -4.30654
C 3.13980 -2.43446 -3.90883
C 4.59477 -2.55080 -4.34106
Sb 2.76775 -2.02893 -1.76760
C 3.58087 0.04989 -1.73561
C 3.13394 0.84481 -2.95950
C 5.08974 0.15918 -1.54736
C 4.59223 -3.06003 -0.95836
C 4.61469 -2.78025 0.54410
C 4.48513 -4.56284 -1.20134
H 2.36133 -3.82143 -5.39206
H 1.28984 -3.54157 -4.01259
H 2.72233 -4.57354 -3.83015
H 2.67521 -1.57153 -4.39213
H 5.09566 -3.38416 -3.84188
H 5.15330 -1.64007 -4.11635
H 4.65886 -2.72879 -5.42237
H 3.09171 0.47443 -0.85088
H 3.71196 0.56208 -3.84314
H 3.28806 1.91632 -2.78907
H 2.08108 0.68516 -3.19059
H 5.62427 -0.27331 -2.39642
H 5.42374 -0.34662 -0.64102
H 5.38133 1.21238 -1.45899
H 5.51424 -2.69057 -1.41658
H 3.71721 -3.19219 1.01425
H 4.62590 -1.70953 0.75835
H 5.48931 -3.23073 1.03016
H 3.61474 -4.96859 -0.67716
H 5.37253 -5.09324 -0.83248
H 4.37492 -4.79922 -2.26190
N -1.53575 -2.79952 3.47711
C -0.94503 -3.25497 2.31912
C -0.03755 -2.45912 1.59994
N 0.55507 -2.90679 0.51080
C 0.25648 -4.13689 0.10361
C -0.58992 -4.93717 0.84298
N -1.18390 -4.51181 1.95644
H -1.60488 -1.79701 3.56874
H -2.34907 -3.31773 3.76195
H 0.22853 -1.45842 1.93321
H 0.72074 -4.46985 -0.81876
H -0.80089 -5.96246 0.55953
C -1.27560 0.79228 4.08818
Si -0.39105 2.41692 3.58853
C -0.26433 3.40491 5.23412
C -1.71305 3.34681 2.58111
Si 1.44424 1.95055 2.19410
Si 2.51999 4.05000 2.07293
C 3.63754 4.78562 3.45732
C 1.39644 5.52878 1.61611
C 3.72115 3.92074 0.58858
Si 2.88796 0.88053 3.71861
C 4.66357 0.80449 3.00994
C 2.44600 -0.97181 3.92632
C 3.13862 1.45753 5.53829
H -2.15149 0.95241 4.72254
H -0.59436 0.11721 4.61620
H -1.61752 0.29680 3.17376
H -1.22056 3.53879 5.74726
H 0.15235 4.39693 5.03467
H 0.42062 2.90561 5.92488
H -2.61136 3.58390 3.15831
H -2.01885 2.73132 1.73253
H -1.31409 4.28209 2.17896
H 3.04061 5.05324 4.33413
H 4.18287 5.67765 3.13677
H 4.37490 4.04621 3.78366
H 0.96223 5.99729 2.50346
H 0.56689 5.19180 0.98794
H 1.92733 6.30072 1.05288
H 4.52855 3.21541 0.80792
H 4.17875 4.87577 0.31246
H 3.18804 3.54067 -0.28731
H 5.13217 1.79313 3.00261
H 5.32192 0.12429 3.55683
H 4.61973 0.46378 1.97107
H 2.60310 -1.50701 2.98571
H 1.39453 -1.09766 4.20131
H 3.04584 -1.46921 4.69358
H 3.52824 2.47937 5.56587
H 3.81688 0.82286 6.11508
H 2.17545 1.47048 6.05683